(1)
Density functional theory data (ωB97M-V/def2-TZVPD) for a gas-phase ion, C14H28ClN2O3S (charge -1) in a non-equilibrium geometry.

SMILES string   CCCOC[C@@](CCCS)(C(=O)[O-])N(CCN)C[C@@H](C)Cl
Gap between HOMO and LUMO   6.502 eV
Charge   -1

Element x y z (Å)
C  4.8491  -2.1571  2.4574
C  4.0538  -1.7657  1.1391
C  2.5878  -2.3069  1.1491
O  1.8344  -1.9504  0.0016
C  1.5234  -0.5628  -0.0019
C  0.4311  -0.1689  -1.0779
C  0.9707  1.2015  -1.6683
C  1.0240  2.3528  -0.6003
C  -0.2090  3.3301  -0.6268
S  -0.3169  4.1374  1.0501
C  0.4397  -1.1662  -2.3301
O  0.1148  -2.3579  -2.2332
O  0.7489  -0.6807  -3.4783
N  -0.9130  -0.0251  -0.4991
C  -1.3859  -1.2549  0.1722
C  -1.8929  -0.9909  1.6660
N  -3.2815  -1.5515  1.8120
C  -1.9240  0.3261  -1.5048
C  -3.3095  0.7725  -0.8649
C  -3.8395  2.1326  -1.4723
Cl  -4.6289  -0.4570  -1.2218
H  5.3200  -1.2242  2.8455
H  5.6859  -2.8592  2.2473
H  4.1784  -2.5601  3.2492
H  4.0877  -0.6615  1.0341
H  4.6337  -2.2023  0.2952
H  2.6610  -3.4223  1.1232
H  2.0905  -2.0242  2.1106
H  2.4325  0.0708  -0.1584
H  1.1187  -0.2733  1.0052
H  1.9885  0.9876  -2.0630
H  0.3783  1.5493  -2.5386
H  1.9250  2.9756  -0.8427
H  1.1619  2.0155  0.4473
H  -1.1391  2.7833  -0.8584
H  0.0185  4.1637  -1.3199
H  -0.9435  3.2170  1.8502
H  -0.6317  -2.0643  0.2466
H  -2.2671  -1.7121  -0.3394
H  -1.2358  -1.5448  2.3690
H  -1.9806  0.0969  1.8736
H  -3.3350  -2.1820  2.6072
H  -3.9455  -0.7923  1.9406
H  -2.1840  -0.5405  -2.1706
H  -1.6365  1.1516  -2.1861
H  -3.2267  0.9353  0.2304
H  -3.0315  2.8328  -1.7596
H  -4.5532  2.5642  -0.7375
H  -4.4466  1.8628  -2.3687

These are the natural (NBO) partial charges, in e, on atoms 1 to 8:
1. C -0.621
2. C -0.430
3. C -0.054
4. O -0.515
5. C -0.060
6. C 0.011
7. C -0.397
8. C -0.433


(2)
Density functional theory data (ωB97M-V/def2-TZVPD) for a molecular structure, C24H27IrN8S2.

Gap between HOMO and LUMO (alpha / beta)   7.007 / 4.428 eV
Spin multiplicity   2
Charge   +3

Element x y z (Å)
Ir  1.8659  0.4853  0.2995
C  -3.4158  -0.8320  1.3072
C  -3.4473  -2.0789  0.4248
C  -3.8674  -3.2725  1.2976
C  -4.4714  -1.8732  -0.7018
C  -2.0862  -2.3702  -0.1969
C  -1.9151  -3.5490  -0.9548
C  -0.7069  -3.9170  -1.5160
C  0.3771  -3.0750  -1.3156
S  2.0297  -3.2943  -1.8363
C  2.4750  -1.8521  -1.0964
N  1.4373  -1.2052  -0.4928
C  0.2263  -1.8896  -0.5966
C  -0.9969  -1.5219  -0.0429
C  3.7650  -1.2315  -0.9727
C  4.9769  -1.7176  -1.4591
C  6.1368  -0.9988  -1.2070
C  6.0858  0.1808  -0.4735
C  4.8717  0.6837  0.0212
C  3.7333  -0.0287  -0.2453
H  -4.4057  -0.6602  1.7280
H  -3.1422  0.0624  0.7428
H  -2.7238  -0.9425  2.1469
H  -4.8353  -3.0646  1.7537
H  -3.1490  -3.4525  2.0998
H  -3.9729  -4.1913  0.7214
H  -5.4519  -1.6655  -0.2730
H  -4.5706  -2.7586  -1.3301
H  -4.1936  -1.0333  -1.3432
H  -2.7627  -4.2060  -1.0947
H  -0.6114  -4.8367  -2.0780
H  -1.0925  -0.5884  0.4995
H  5.0184  -2.6439  -2.0194
H  7.0854  -1.3608  -1.5781
H  6.9988  0.7280  -0.2775
H  4.8527  1.6040  0.5918
N  2.7745  -0.1257  5.3965
N  2.2336  -0.4092  4.1952
N  1.3111  -1.3496  4.0670
C  0.9777  -1.2406  2.7997
N  1.6783  -0.2557  2.2109
N  2.5014  0.2630  3.1328
H  2.6910  -0.9098  6.0311
H  3.6747  0.3282  5.3209
H  0.2305  -1.8498  2.3171
C  -0.5064  6.4596  -1.7557
C  -0.6357  4.9893  -1.5908
C  -1.8157  4.2773  -1.6401
C  -1.7990  2.8985  -1.4484
N  -0.6350  2.2353  -1.2264
C  0.4673  2.9235  -1.2195
S  2.0677  2.1485  -1.1530
N  0.4924  4.2687  -1.3722
C  -3.0371  2.0819  -1.5039
H  -1.4583  6.8973  -2.0422
H  0.2357  6.6988  -2.5201
H  -0.1846  6.9148  -0.8156
H  -2.7439  4.7960  -1.8322
H  1.3854  4.7528  -1.3565
H  -3.9013  2.6723  -1.7951
H  -3.2252  1.6412  -0.5235
H  -2.8964  1.2609  -2.2086

These are the natural (NBO) partial charges, in e, on atoms 1 to 8:
1. Ir 0.958
2. C -0.599
3. C -0.096
4. C -0.600
5. C -0.597
6. C 0.053
7. C -0.107
8. C -0.174


(3)
Density functional theory data (ωB97M-V/def2-TZVPD) for a single C3H2ClFOS molecule in a non-equilibrium geometry.

SMILES string   OC(=S)/C(Cl)=C/F
Relative energy (zero: lowest compared OMol25 entry of this formula, charge and spin)   17.9 kcal/mol
Gap between HOMO and LUMO   8.431 eV

Element x y z (Å)
C  0.9513  -0.4863  0.1843
C  -0.5131  -0.0565  -0.0094
C  -1.4810  -0.9848  -0.2892
H  0.3124  -1.8697  1.1703
H  -1.1395  -1.9363  -0.7256
O  1.1296  -1.7325  0.6176
F  -2.7224  -0.6751  -0.3539
S  2.2343  0.3507  -0.4208
Cl  -0.7765  1.6056  0.3070

These are the natural (NBO) partial charges, in e, on atoms 1 to 8:
1. C 0.173
2. C -0.235
3. C 0.234
4. H 0.483
5. H 0.191
6. O -0.631
7. F -0.281
8. S -0.008


(4)
Density functional theory data (ωB97M-V/def2-TZVPD) for a single C11H17N3 molecule in a non-equilibrium geometry.

SMILES string   c1cncc(N2CCCNCCC2)c1
Relative energy (zero: lowest compared OMol25 entry of this formula, charge and spin)   53.0 kcal/mol
Gap between HOMO and LUMO   8.444 eV

Element x y z (Å)
C  -1.1447  -1.7576  -0.1313
C  -2.5798  -1.2295  -0.4714
C  -1.8660  1.1337  -1.1030
C  -1.1112  2.1021  -0.1831
C  -0.5667  1.3376  0.9923
C  -0.5700  -1.0810  1.1099
C  1.5286  0.0028  0.4203
C  2.1803  -1.2049  0.0371
C  3.4878  -1.2092  -0.4048
C  4.0966  0.0937  -0.5776
C  2.2494  1.1791  0.2911
H  -0.4797  -1.7669  -1.0346
H  -1.2673  -2.8526  0.1441
H  -3.3776  -1.7019  0.1926
H  -2.7584  -1.4754  -1.5834
H  -3.0912  0.5465  0.5464
H  -0.9749  0.5829  -1.6023
H  -2.4576  1.5415  -1.9848
H  -1.8060  2.8673  0.2464
H  -0.3826  2.6464  -0.6617
H  -0.0089  2.0502  1.5284
H  -1.2379  1.0766  1.7907
H  -0.0016  -1.7714  1.6947
H  -1.3483  -0.8201  1.7896
H  1.6086  -2.1469  0.2132
H  4.0177  -2.0885  -0.8681
H  5.1464  0.3025  -1.0732
H  1.8180  2.1949  0.4757
N  -2.7668  0.1738  -0.3805
N  0.2001  0.0855  0.7695
N  3.4637  1.1888  -0.1821

These are the natural (NBO) partial charges, in e, on atoms 1 to 8:
1. C -0.445
2. C -0.201
3. C -0.225
4. C -0.425
5. C -0.205
6. C -0.217
7. C 0.148
8. C -0.249


(5)
Density functional theory data (ωB97M-V/def2-TZVPD) for a molecular structure, C20H22N2PPdSbSe4 in a non-equilibrium geometry.

Relative energy (zero: lowest compared OMol25 entry of this formula, charge and spin)   8.8 kcal/mol
Gap between HOMO and LUMO (alpha / beta)   4.516 / 5.038 eV
Spin multiplicity   3
Charge   -2

Element x y z (Å)
Pd  -1.2256  -0.1471  -1.9265
C  2.2473  -0.7855  -2.1491
N  1.1267  0.1510  -2.1471
C  1.3835  1.3858  -2.3281
C  0.3388  2.3791  -2.3963
C  0.4239  3.7610  -2.5598
C  -0.9091  4.2156  -2.6462
C  -1.7143  3.0701  -2.5376
N  -0.9679  1.9682  -2.3868
C  2.9090  -1.0039  -0.8080
C  2.1578  -1.4400  0.2838
C  2.7714  -1.6526  1.5109
C  4.1373  -1.4243  1.6737
C  4.8900  -0.9844  0.5925
C  4.2720  -0.7772  -0.6417
H  3.0030  -0.4474  -2.8636
H  1.8563  -1.7409  -2.4983
H  2.4139  1.7283  -2.4844
H  1.3335  4.3448  -2.6152
H  -1.2534  5.2308  -2.7816
H  -2.7904  2.9866  -2.6017
H  1.0959  -1.6279  0.1534
H  2.1723  -1.9968  2.3442
H  4.6087  -1.5905  2.6362
H  5.9532  -0.8019  0.7039
H  4.8578  -0.4344  -1.4898
Se  -3.9784  -3.9866  0.5006
Sb  -3.5349  -2.9576  -1.7795
Se  -3.2035  -0.3432  -3.2188
Se  -0.9803  -2.4664  -1.7817
Se  -3.8769  -4.6039  -3.5519
C  -2.1026  2.0956  0.6076
P  -1.9741  0.3009  0.2867
C  -3.6832  -0.1971  0.6452
C  -1.0810  -0.2630  1.7806
C  -0.0570  0.4963  2.3524
C  0.5894  0.0644  3.5048
C  0.2405  -1.1495  4.0862
C  -0.7384  -1.9362  3.4916
C  -1.3962  -1.5013  2.3419
H  -1.1754  2.6230  0.3872
H  -2.4008  2.2584  1.6462
H  -2.8652  2.4878  -0.0616
H  -4.0175  0.3021  1.5581
H  -3.7782  -1.2763  0.7602
H  -4.2946  0.1065  -0.2005
H  0.2384  1.4347  1.8979
H  1.3777  0.6696  3.9378
H  0.7384  -1.4852  4.9900
H  -0.9981  -2.8991  3.9156
H  -2.1397  -2.1404  1.8669

These are the natural (NBO) partial charges, in e, on atoms 1 to 8:
1. Pd 0.564
2. C -0.277
3. N -0.509
4. C 0.154
5. C -0.030
6. C -0.299
7. C -0.368
8. C -0.047


(6)
Density functional theory data (ωB97M-V/def2-TZVPD) for a single C4H8N2O2 molecule in a non-equilibrium geometry.

SMILES string   N/N=C\CCC(=O)O
Relative energy (zero: lowest compared OMol25 entry of this formula, charge and spin)   102.1 kcal/mol
Gap between HOMO and LUMO   10.235 eV

Element x y z (Å)
C  -0.9652  0.6741  -0.9384
C  0.1146  1.2649  -0.0693
C  1.0054  0.4004  0.7049
C  1.7401  -0.5116  -0.2084
H  -2.9020  -1.3990  0.4612
H  -1.5898  -0.6107  1.2619
H  -1.1458  0.8943  -2.0640
H  0.8712  1.5972  -0.7709
H  -0.0907  2.0178  0.6457
H  0.6863  -0.5670  1.2198
H  1.5448  1.1803  1.3987
H  0.1766  -1.6467  -0.2869
N  -1.8472  -1.0357  0.3990
N  -1.6317  -0.3632  -0.7971
O  1.1395  -1.6058  -0.4510
O  2.8938  -0.2894  -0.5052

These are the natural (NBO) partial charges, in e, on atoms 1 to 8:
1. C 0.042
2. C -0.509
3. C -0.502
4. C 0.765
5. H 0.392
6. H 0.351
7. H 0.214
8. H 0.246


no.,DFT total energy (a.u.),molar mass (g mol⁻¹)
1,-1743.8344,339.91
2,-2268.5053,683.89
3,-1148.9423,140.57
4,-593.5401,191.28
5,-11200.1540,865.40
6,-417.0933,116.12